No. 1
C40H120O37 | ωB97M-V/def2-TZVPD

Element x y z (Å)
C: 2.7371 2.1468 -1.5118
C: 2.8722 3.6703 -1.5889
O: 1.8987 4.2265 -0.7127
O: 3.9098 1.6584 -2.1891
H: 1.9052 1.7356 -2.0677
H: 2.7121 1.8578 -0.4546
H: 2.6959 3.9790 -2.6165
H: 3.8371 3.8891 -1.1868
H: 1.0228 4.1368 -1.1724
H: 3.7560 0.8363 -2.6788
C: 4.3073 2.2150 2.7759
C: 2.8499 2.4894 2.9271
O: 2.2068 1.2782 3.2137
O: 4.9261 1.8199 4.0266
H: 4.8154 3.1000 2.4150
H: 4.5561 1.4353 2.0481
H: 2.4461 2.9935 2.0428
H: 2.7618 3.1116 3.8452
H: 1.2450 1.3874 3.4875
H: 4.4016 1.0998 4.3798
C: 4.4138 -1.3679 -4.5048
C: 5.7607 -0.6678 -4.5704
O: 6.6002 -1.0306 -3.5093
O: 3.5269 -0.5548 -3.7350
H: 4.3769 -2.2996 -4.0367
H: 3.9804 -1.4491 -5.5499
H: 5.5891 0.4505 -4.6595
H: 6.3236 -1.0518 -5.4426
H: 6.6623 -0.3573 -2.8350
H: 2.6928 -1.0034 -3.5259
C: -5.7663 -2.7577 -2.0287
C: -4.3155 -2.9171 -1.7352
O: -3.8128 -1.6913 -1.1489
O: -6.1152 -2.0868 -3.2151
H: -6.2414 -2.2867 -1.1446
H: -6.1383 -3.7531 -2.1887
H: -3.6934 -3.1561 -2.5977
H: -4.2422 -3.6645 -0.9859
H: -2.8636 -1.8620 -0.9674
H: -5.7901 -1.1681 -3.2444
C: 0.2056 -2.2857 -3.4802
C: 0.9720 -3.4516 -4.0560
O: 1.5090 -4.2328 -3.0132
O: 1.1621 -1.4768 -2.7268
H: -0.6564 -2.5721 -2.8396
H: -0.2079 -1.6629 -4.2643
H: 1.8295 -3.1347 -4.6255
H: 0.3380 -3.9687 -4.7557
H: 1.9832 -4.9744 -3.3531
H: 1.1199 -1.6730 -1.7821
C: 1.4098 7.6633 0.7742
C: 1.4875 6.5963 1.8718
O: 2.3248 5.4869 1.5350
O: 0.8599 7.2748 -0.4565
H: 2.4637 7.9042 0.5021
H: 0.8670 8.5586 1.1396
H: 0.4177 6.3103 2.0127
H: 1.8544 7.1163 2.7204
H: 2.0117 5.1882 0.6408
H: 1.1145 6.4093 -0.7105
C: 0.0706 1.8177 -5.0377
C: 0.2289 3.0395 -5.8651
O: 0.0800 4.2701 -5.0496
O: 1.1782 1.6308 -4.2223
H: -0.2508 1.0034 -5.7342
H: -0.8407 2.0092 -4.4679
H: -0.5089 3.2144 -6.6479
H: 1.2257 3.0583 -6.3210
H: 0.9005 4.4932 -4.5988
H: 1.8259 1.1274 -4.6758
C: 1.5746 -3.9311 6.7056
C: 0.6880 -2.7811 7.1258
O: -0.6193 -3.1497 6.8752
O: 1.2353 -4.3781 5.3386
H: 1.3598 -4.7083 7.4442
H: 2.6351 -3.5925 6.7402
H: 0.9407 -1.7748 6.6898
H: 0.7466 -2.5578 8.2072
H: -0.8363 -3.0229 5.9493
H: 1.9562 -4.8936 4.9894
C: 3.8368 -2.4692 3.3553
C: 2.3938 -2.0862 3.3226
O: 2.0687 -1.2454 2.2413
O: 4.6061 -1.3953 3.8846
H: 4.2539 -2.8958 2.4347
H: 3.9762 -3.2156 4.1147
H: 2.1296 -1.5902 4.2657
H: 1.7563 -2.9850 3.3179
H: 2.3146 -0.3428 2.5366
H: 5.1379 -1.0912 3.1297
C: -3.8203 1.5643 -3.1189
C: -3.5801 1.3798 -4.6177
O: -4.8658 1.3574 -5.1585
O: -4.5885 0.4375 -2.7032
H: -4.3051 2.5261 -2.9128
H: -2.8894 1.5340 -2.5726
H: -2.9761 0.4639 -4.6982
H: -3.0557 2.1753 -5.1306
H: -5.4054 0.6648 -4.7360
H: -4.0387 -0.2060 -2.1600
C: -5.5826 1.0270 1.0764
C: -7.0879 1.2359 1.0853
O: -7.3435 2.5131 1.6521
O: -5.1556 1.2008 2.4232
H: -5.0831 1.7196 0.4241
H: -5.2313 -0.0025 0.8460
H: -7.6212 0.5754 1.7269
H: -7.4657 1.2409 0.0609
H: -6.9715 3.1723 1.0639
H: -5.8852 1.6064 2.9303
C: 2.5394 -4.2816 0.2241
C: 3.6013 -5.3047 0.5344
O: 3.7483 -6.3312 -0.4345
O: 2.7792 -3.3674 -0.8312
H: 2.5089 -3.6595 1.1297
H: 1.6350 -4.8500 0.1303
H: 3.1812 -5.8165 1.3978
H: 4.5801 -4.9286 0.6842
H: 4.4663 -5.9991 -0.9944
H: 2.4906 -3.7333 -1.6882
C: -1.3534 0.0409 7.5203
C: -2.1483 1.1406 8.1844
O: -2.7292 1.9804 7.2352
O: -0.3152 0.6331 6.6966
H: -1.9354 -0.5750 6.8091
H: -0.9518 -0.5521 8.3504
H: -1.4604 1.6251 8.8539
H: -3.0655 0.7862 8.6846
H: -2.0735 2.3389 6.6264
H: 0.4859 0.8205 7.1999
C: -4.3923 -1.8767 -6.2486
C: -3.3926 -2.5345 -5.2499
O: -2.0665 -2.5018 -5.8146
O: -4.5043 -2.7005 -7.4213
H: -4.0687 -0.8743 -6.4455
H: -5.3431 -1.6832 -5.7192
H: -3.7488 -3.5470 -5.1029
H: -3.3536 -1.9496 -4.3341
H: -2.1249 -3.0363 -6.5874
H: -5.1973 -3.3644 -7.2549
C: 5.0103 -0.8953 -0.7880
C: 5.7569 -2.0607 -0.3126
O: 6.1776 -1.9549 1.0062
O: 5.9003 0.1882 -0.9651
H: 4.2173 -0.6542 0.0035
H: 4.4058 -1.1537 -1.6534
H: 6.5993 -2.2674 -1.0137
H: 5.0845 -2.9147 -0.3473
H: 7.1331 -1.8887 1.0938
H: 5.3600 0.8447 -1.3525
C: -1.2244 0.5474 -0.6588
C: -0.0223 0.3769 0.3486
O: 0.5886 -0.8644 0.0372
O: -0.8916 0.5289 -2.0605
H: -1.6716 1.5143 -0.4508
H: -2.0344 -0.2116 -0.5469
H: -0.4993 0.3377 1.3264
H: 0.6259 1.2167 0.1048
H: 1.1319 -1.2110 0.8159
H: 0.0629 0.3397 -2.2289
C: -2.2921 6.0096 -1.6675
C: -1.9082 4.5894 -1.8512
O: -0.5574 4.4342 -2.3353
O: -1.8376 6.5558 -0.4842
H: -3.3713 6.1729 -1.8139
H: -1.8271 6.5358 -2.5381
H: -2.5364 4.1977 -2.6150
H: -1.9517 4.0155 -0.9391
H: -0.5541 4.2936 -3.2732
H: -0.9507 6.9085 -0.5799
C: -2.5844 -0.7988 2.6509
C: -1.6687 -1.7902 3.2670
O: -1.8179 -2.0680 4.6228
H: -2.4519 0.1971 3.0860
H: -3.5756 -1.2268 2.7919
H: -2.3430 -0.6554 1.5803
H: -0.6175 -1.5518 3.2831
H: -1.7194 -2.7526 2.6726
H: -2.7874 -2.0542 4.7627
C: -1.3549 -5.1955 0.5411
C: -1.1295 -4.1926 -0.6082
O: -1.4009 -2.7895 -0.2184
H: -0.8341 -4.9073 1.4405
H: -0.9527 -6.1619 0.1899
H: -2.3871 -5.3922 0.7205
H: -1.8150 -4.3772 -1.4294
H: -0.0737 -4.2516 -0.9604
H: -0.5511 -2.3430 -0.0944
C: -1.4846 2.7226 2.5931
C: -1.0806 2.5076 4.0450
O: -0.2973 1.3435 4.0350
H: -0.5714 2.7790 1.9955
H: -2.0969 3.6399 2.4589
H: -2.0922 1.8704 2.1742
H: -1.9729 2.4143 4.6882
H: -0.6536 3.4272 4.3416
H: -0.3893 0.9669 4.9558

Atomic forces in eV per Å
C 1.237 -0.132 -0.818
C -1.358 -1.512 0.433
O -1.369 0.263 -0.941
O 0.367 0.324 0.539
H -0.639 0.305 0.243
H 0.076 -0.157 -0.097
H 0.393 0.323 -0.076
H 0.682 0.567 -0.107
H 0.543 0.132 0.366
H -0.400 -0.111 -0.146
C 1.184 -0.606 0.443
C 0.021 0.503 0.898
O -1.154 -1.078 0.029
O -0.231 0.748 -0.668
H 0.143 0.351 0.218
H -0.488 -0.106 -0.230
H -0.034 0.043 0.141
H -0.072 0.256 -0.759
H 1.041 0.065 -0.244
H -0.164 -0.393 0.013
C -1.324 2.066 -1.602
C 0.340 -0.133 -0.592
O 0.313 -0.287 0.200
O -0.092 0.811 -0.236
H 0.812 -1.855 0.485
H 0.568 -0.050 0.873
H 0.218 -1.216 0.047
H -0.599 0.486 -0.086
H -0.258 0.386 0.595
H -0.178 -0.260 0.272
C -0.350 0.427 -0.080
C 0.602 1.646 0.181
O 0.388 -0.192 -0.461
O 0.154 0.573 -0.641
H 0.091 -0.323 -0.294
H -0.509 -0.513 0.221
H -0.270 -0.283 -0.136
H 0.246 -1.045 0.683
H -0.295 -0.080 0.241
H 0.039 -0.332 0.523
C 0.697 0.447 1.006
C -0.057 0.500 -0.275
O -0.854 -0.098 0.874
O -0.708 -0.174 -0.712
H 0.657 -0.063 -0.248
H 0.065 0.043 -0.257
H 0.234 0.802 -0.531
H -0.474 -0.729 -0.028
H 0.385 -0.842 -0.510
H 0.028 0.032 0.278
C 2.104 0.245 0.134
C -1.380 -0.220 -1.714
O -0.984 0.964 -0.368
O -1.802 1.017 -0.211
H -0.409 0.452 0.681
H 0.293 -0.534 -0.290
H 0.611 -0.301 0.404
H 0.434 0.080 1.060
H 0.685 -0.236 0.966
H 0.774 -1.403 -0.316
C -1.929 0.107 -1.206
C 0.638 2.309 0.027
O -0.035 -0.789 -0.362
O -0.797 0.200 1.081
H 0.825 -0.046 0.603
H 0.290 -0.302 0.707
H -0.108 -0.537 0.055
H -0.108 0.013 -0.085
H 0.235 -0.227 -0.210
H 1.153 -0.831 -0.599
C 0.848 0.228 -0.641
C 0.156 1.227 -0.218
O -1.192 -0.003 0.556
O -0.296 0.971 1.562
H 0.322 -0.328 -0.349
H -0.493 -0.498 0.057
H -0.040 -0.922 -0.304
H 0.347 -0.621 -0.214
H -0.055 0.107 -0.416
H 0.433 -0.238 0.077
C 0.371 -0.167 1.045
C -0.803 -0.772 0.230
O 0.106 0.230 -0.095
O 0.624 0.546 -1.358
H -0.212 0.488 -0.071
H -0.310 -0.965 0.372
H 0.205 0.018 -0.021
H 0.137 0.235 -0.347
H -0.185 0.287 -0.300
H 0.051 0.222 0.433
C 1.170 -0.150 -0.003
C -0.325 0.025 1.467
O -0.888 -0.684 -1.356
O 0.060 -0.552 0.675
H -0.379 -0.387 -0.029
H 0.431 0.245 0.089
H -0.298 -0.148 -0.454
H 0.177 0.372 0.153
H 0.552 0.432 -0.019
H -0.723 0.807 -0.564
C -0.223 -1.593 1.583
C 0.667 1.027 -1.410
O -0.310 0.299 0.309
O 0.151 0.321 0.703
H 0.205 0.537 -0.464
H -0.584 0.539 -0.503
H -0.231 -0.951 0.242
H -0.230 -0.475 -0.010
H 0.069 0.255 -0.040
H 0.575 0.023 -0.473
C 1.033 0.940 0.471
C -1.050 -0.924 -0.291
O 0.343 0.253 -0.987
O 0.065 -0.311 -0.038
H -0.414 -0.116 -0.126
H -0.851 -0.068 -0.278
H 0.443 0.043 0.540
H 0.806 0.881 0.795
H -0.342 -0.534 -0.120
H -0.110 0.088 0.349
C -0.126 -0.224 -0.089
C -0.978 -0.740 -0.874
O -0.236 1.097 -0.698
O -0.133 -0.161 0.318
H 0.248 0.258 0.627
H 0.238 -0.347 -0.528
H 0.109 0.679 0.628
H 0.869 -0.387 0.432
H 0.150 -0.117 0.239
H -0.180 -0.045 0.046
C -0.036 -0.801 1.515
C -0.291 1.263 -1.497
O -0.439 0.228 1.331
O -0.356 0.331 0.519
H 0.566 0.356 -0.937
H 0.019 -0.683 -0.334
H 0.160 -0.373 0.449
H -0.047 -0.150 0.122
H 0.062 -0.576 -1.173
H 0.424 0.463 -0.080
C -1.591 0.770 1.562
C 0.591 -1.593 -1.287
O 0.605 0.251 1.669
O 0.855 -1.319 0.262
H 0.924 -0.087 -0.685
H 0.348 0.029 -0.424
H -0.382 0.133 0.453
H -0.090 -0.125 -0.226
H -0.169 0.131 -0.243
H -0.976 1.931 -0.670
C 0.313 -0.497 -0.103
C -2.066 -0.735 -2.160
O 0.909 -0.922 0.759
O 0.947 -0.050 0.294
H -0.140 0.326 0.141
H 0.804 0.448 0.395
H 0.597 0.469 0.286
H 0.326 0.097 0.727
H -0.416 0.841 -0.696
H -0.942 0.021 0.352
C 0.452 1.134 -1.536
C 0.929 -0.490 -0.585
O 0.338 0.308 1.705
O -0.685 0.201 1.101
H 0.144 -0.231 0.518
H -0.309 -0.140 0.353
H -0.839 -0.746 -0.460
H -0.363 -0.171 0.365
H -0.123 -0.125 -1.082
H 0.554 0.190 -0.056
C 0.320 0.590 -0.053
C 2.215 -1.944 -1.603
O -2.386 0.206 1.170
H -0.508 -0.372 0.288
H -0.432 0.609 -0.308
H -0.398 -0.524 0.446
H 0.529 0.682 -0.921
H -0.154 0.750 0.488
H 0.676 -0.243 0.473
C 0.840 -0.159 -1.508
C 0.367 1.020 0.870
O 0.035 -1.507 -0.342
H 0.090 0.145 0.306
H 0.058 0.258 0.222
H -0.857 0.232 0.358
H 0.092 -0.300 -0.198
H -0.847 0.002 0.051
H 0.028 0.436 0.094
C -1.209 -0.230 -0.624
C -2.147 -0.149 -1.630
O -0.045 -0.481 1.951
H -0.044 0.245 -0.045
H 0.515 -0.422 0.063
H 0.573 0.877 0.582
H 0.129 -0.411 -0.323
H 1.487 0.780 0.743
H 0.566 0.060 -0.894

F_max (hartree/bohr): 0.0652
Orbital gap (eV): 9.668
HOMO (eV): -9.623
LUMO (eV): 0.04
Multiplicity: 1

Here are the Mulliken charges for atoms 1 to 2, given in e:
1 C 2.733
2 C -0.911

***

No. 2
C42H38IrN8O6SSi | ωB97M-V/def2-TZVPD

Element x y z (Å)
Ir: 0.9322 0.6296 -0.1955
O: 2.9709 1.5424 4.0510
C: 2.3531 1.2201 2.9312
O: 2.8870 1.2124 1.8481
C: 0.9193 0.8487 3.1405
C: 0.3635 0.7906 4.4095
C: -0.9576 0.3867 4.5489
C: -1.6740 0.0389 3.4225
C: -1.0569 0.1540 2.1841
N: 0.1934 0.5609 2.0434
C: -1.7966 -0.1427 0.8897
O: -2.8382 -0.7603 0.9217
O: -1.2408 0.3702 -0.1509
H: 3.8936 1.7938 3.9028
H: 0.9659 1.0639 5.2632
H: -1.4101 0.3406 5.5301
H: -2.6952 -0.3116 3.4687
N: 5.0270 1.3785 -1.3445
C: 4.0386 0.4809 -1.3705
N: 2.9076 1.0990 -1.1105
C: 3.2670 2.3995 -0.9339
N: 4.5510 2.5990 -1.0709
C: 2.2716 3.3891 -0.5879
C: 2.5017 4.7614 -0.6660
N: 1.5786 5.6322 -0.2968
C: 0.4249 5.1621 0.1550
C: 0.1812 3.7951 0.2380
N: 1.1012 2.9176 -0.1440
H: 6.0132 1.2540 -1.5154
H: 4.1506 -0.5677 -1.5789
H: 3.4525 5.1413 -1.0178
H: -0.3179 5.8832 0.4704
H: -0.7477 3.4084 0.6320
O: 0.9105 -1.5114 0.0568
Si: 1.0865 -2.9532 0.6240
C: 0.0205 -3.4027 2.1145
C: 0.2848 -2.7642 3.3263
C: -0.4356 -3.0946 4.4646
C: -1.4381 -4.0522 4.3968
C: -1.7202 -4.6760 3.1916
C: -0.9968 -4.3519 2.0511
C: 2.9534 -3.1688 1.0784
C: 3.3671 -3.5436 2.3497
C: 4.7158 -3.4612 2.6759
C: 5.6390 -3.0192 1.7384
C: 5.2239 -2.6836 0.4564
C: 3.8814 -2.7694 0.1207
C: 0.9450 -4.3772 -0.6504
C: 1.4103 -5.6631 -0.3304
C: 1.2639 -6.6825 -1.2546
C: 0.6771 -6.4173 -2.4867
C: 0.2198 -5.1312 -2.7999
C: 0.3637 -4.1007 -1.8903
H: 1.0692 -2.0165 3.3853
H: -0.1983 -2.6141 5.4056
H: -1.9980 -4.3137 5.2849
H: -2.4965 -5.4271 3.1350
H: -1.2309 -4.8466 1.1162
H: 2.6620 -3.8921 3.0918
H: 5.0359 -3.7419 3.6705
H: 6.6870 -2.9652 2.0010
H: 5.9445 -2.3689 -0.2879
H: 3.5501 -2.5374 -0.8843
H: 1.8727 -5.8723 0.6256
H: 1.6170 -7.6750 -1.0115
H: 0.5806 -7.2136 -3.2132
H: -0.2477 -4.9321 -3.7550
H: 0.0152 -3.1047 -2.1302
C: -4.9333 2.2442 -5.3706
C: -3.6316 1.6201 -4.8804
C: -3.6659 1.3958 -3.3658
N: -2.4198 0.7971 -2.8842
C: -1.2432 1.3530 -2.7803
S: 0.1500 0.3269 -2.6544
N: -1.0064 2.6849 -2.9086
C: -1.6600 3.9311 -2.6387
O: -1.2022 4.8823 -3.2175
C: -2.6926 4.0511 -1.5857
C: -3.3022 5.3031 -1.4567
C: -4.1752 5.5527 -0.4136
C: -4.4442 4.5614 0.5210
C: -3.8704 3.3050 0.3798
C: -2.9950 3.0499 -0.6622
H: -4.8942 2.3882 -6.4482
H: -5.1023 3.2158 -4.9057
H: -5.7849 1.6024 -5.1455
H: -2.7947 2.2750 -5.1342
H: -3.4708 0.6638 -5.3821
H: -4.4713 0.7078 -3.1140
H: -3.8587 2.3370 -2.8575
H: -2.4276 -0.2002 -2.7198
H: -0.0967 2.8744 -3.3107
H: -3.0788 6.0710 -2.1845
H: -4.6407 6.5241 -0.3233
H: -5.0991 4.7654 1.3570
H: -4.1048 2.5113 1.0776
H: -2.5291 2.0792 -0.7253

Atomic forces in eV per Å
Ir -3.339 -0.208 -2.339
O -0.179 0.079 0.730
C 0.251 -0.040 -0.672
O 0.018 0.087 0.088
C -0.507 -0.112 0.134
C 0.224 0.091 -0.128
C -0.074 0.005 -0.001
C 0.037 0.034 0.069
C -0.148 -0.115 -0.435
N 1.741 0.340 0.101
C -0.120 -0.235 0.894
O 0.022 0.202 -0.161
O 1.675 0.370 -0.098
H 0.013 -0.063 -0.275
H -0.021 -0.036 0.020
H -0.010 -0.020 0.004
H -0.006 -0.022 -0.068
N -0.341 -0.188 -0.173
C 0.212 -0.226 0.019
N -0.735 -0.500 1.580
C 0.393 -0.331 -0.140
N -0.022 0.515 -0.045
C 0.016 0.560 0.158
C -0.050 -0.299 0.119
N -0.037 0.300 -0.030
C 0.172 -0.215 0.019
C -0.305 0.003 0.233
N -0.174 -1.832 -0.445
H -0.017 -0.051 -0.048
H 0.097 -0.001 0.076
H 0.003 -0.025 -0.036
H -0.065 -0.050 -0.015
H -0.031 -0.053 -0.082
O -0.165 2.287 -1.198
Si -0.009 -0.566 1.238
C 0.599 0.269 -0.754
C -0.189 -0.177 0.169
C 0.156 0.145 -0.010
C -0.032 -0.020 0.020
C -0.069 -0.081 -0.121
C -0.017 -0.048 0.228
C -0.857 -0.064 -0.297
C 0.365 -0.258 0.066
C -0.143 0.049 0.126
C 0.053 -0.061 -0.016
C -0.076 0.117 -0.135
C 0.317 -0.101 0.020
C -0.224 1.401 0.839
C 0.306 -0.960 -0.392
C 0.009 -0.051 0.528
C 0.172 -0.366 0.089
C -0.317 0.898 0.100
C 0.244 -0.448 -1.055
H 0.035 -0.001 0.039
H -0.065 -0.008 0.034
H 0.009 -0.018 0.006
H -0.046 0.024 0.036
H -0.007 -0.017 -0.021
H -0.043 -0.018 -0.028
H 0.057 0.028 0.008
H 0.014 -0.007 -0.014
H 0.078 -0.032 0.019
H -0.020 -0.004 -0.026
H 0.062 0.137 0.008
H -0.055 -0.041 -0.069
H 0.039 0.023 -0.043
H -0.080 -0.128 0.001
H 0.075 0.066 0.050
C 0.105 -0.041 0.045
C -0.098 0.001 0.051
C -0.141 0.228 -0.558
N 0.032 0.061 0.036
C 0.034 0.059 0.059
S 1.181 -0.176 1.229
N -0.024 0.021 0.120
C -0.021 0.045 -0.080
O -0.024 -0.081 0.018
C -0.225 0.159 0.261
C 0.040 -0.053 -0.181
C -0.006 0.028 0.066
C -0.003 -0.029 -0.051
C 0.016 -0.084 0.051
C 0.119 0.069 -0.072
H -0.048 0.023 -0.009
H -0.034 0.026 0.003
H -0.044 0.007 -0.003
H 0.054 -0.048 -0.002
H 0.085 -0.001 0.002
H 0.046 0.002 0.130
H -0.024 -0.119 0.061
H 0.073 0.029 0.185
H 0.034 -0.020 0.084
H 0.037 0.019 0.014
H 0.006 0.020 0.002
H -0.072 -0.005 -0.032
H 0.013 0.026 0.044
H 0.018 -0.094 0.025

F_max (hartree/bohr): 0.0794
Orbital gap (spin up / spin down) (eV): 7.690 / 4.526
HOMO (spin up / spin down) (eV): -13.570 / -13.563
<S²>: 0.765
Charge: +2
LUMO (spin up / spin down) (eV): -5.88 / -9.04
Multiplicity: 2

Here are the Mulliken charges for atoms 1 to 2, given in e:
1 Ir 4.236
2 O -0.466

***

no.,molecular weight (g/mol)
1,1193.36
2,1003.19